Record 1
A structure of composition C35H25BrClHfN4O6P. Source: OMol25; level of theory: ωB97M-V/def2-TZVPD.

Structure (XYZ):
```
74
Properties=species:S:1:pos:R:3:forces:R:3
C 0.568 -4.133 3.415 0.01 0.20 -0.16
N -1.102 -0.499 -1.440 0.03 -0.51 -0.09
H -3.211 -1.634 -2.631 0.00 -0.02 -0.02
O -0.842 0.318 1.052 -0.98 0.96 0.45
C 0.137 -2.159 -2.794 -0.02 0.39 0.12
H 0.946 -3.301 4.000 -0.01 -0.02 0.01
C 3.049 -2.491 0.128 0.11 -0.06 -0.52
H 3.403 0.725 -6.025 -0.01 -0.01 0.00
N 0.542 -5.317 3.995 0.10 -0.02 0.27
H 4.169 -3.110 1.845 -0.02 -0.04 0.02
C 2.311 -2.895 -0.993 0.12 0.50 0.06
C -1.039 -3.586 -4.344 -0.01 -0.05 -0.02
C -2.269 -2.068 -2.947 -0.10 0.12 0.12
C -0.305 -6.276 1.976 -0.03 -0.01 -0.18
C 4.073 1.107 0.451 0.33 -0.09 -0.34
C 6.357 0.516 0.038 -0.05 -0.03 -0.01
C 2.612 -5.188 -0.336 0.00 -0.04 -0.15
H 1.513 -4.583 -2.068 -0.03 -0.01 0.02
P 1.678 -1.525 -2.044 0.39 -1.35 -1.30
H -1.022 -4.340 -5.120 0.02 0.00 0.01
O -1.261 1.487 2.905 -0.05 -0.24 -0.19
C 2.817 -1.385 -3.444 -0.03 0.43 0.22
H -1.917 -0.612 -0.837 -0.14 0.12 -0.05
C 3.823 1.123 -0.918 -0.09 0.25 0.12
C -0.343 -5.037 1.376 -0.03 0.06 0.06
C 0.978 1.373 2.129 0.15 0.55 0.17
H 5.405 -2.914 -4.985 0.02 0.02 0.01
H 3.286 -1.433 0.264 0.08 -0.02 0.06
C 0.253 -2.664 1.434 -0.15 -1.20 0.76
H 1.884 0.446 -4.099 0.02 0.03 -0.03
Br -0.763 -7.808 0.982 -0.03 0.06 0.17
C 4.506 -1.069 -5.612 0.06 -0.07 0.03
H 1.093 -3.523 -4.148 -0.01 -0.01 -0.02
O -0.265 -2.460 0.272 -0.81 -1.27 0.18
C 3.008 2.144 2.490 -0.29 0.05 -0.12
C 3.511 -0.130 -5.371 -0.02 0.10 -0.03
C 1.710 2.126 3.036 0.16 -0.10 0.11
H 5.186 -0.936 -6.443 -0.05 -0.02 -0.04
C 3.577 -3.435 1.000 0.11 0.06 0.11
H -1.263 0.364 -1.957 0.08 0.15 0.11
H 7.337 0.263 0.418 0.02 0.03 -0.02
Hf 0.588 -0.646 0.175 1.20 0.88 -1.90
C 1.381 2.753 4.384 0.20 -0.13 -0.32
O 2.281 3.139 5.069 -0.02 0.01 0.02
H -0.511 2.432 4.099 0.03 -0.10 -0.15
C 2.663 -0.284 -4.288 -0.01 -0.10 0.01
C 4.855 0.860 -1.804 0.03 -0.03 -0.06
N 3.003 1.416 1.351 0.12 0.08 0.30
C 0.147 -3.136 -3.790 0.06 0.03 -0.01
H 4.667 0.901 -2.869 0.02 0.00 0.03
H 3.931 -3.184 -3.031 0.02 0.01 0.01
C 0.125 -6.370 3.301 -0.03 0.01 -0.14
C 3.360 -4.783 0.765 0.03 0.08 0.06
O 0.121 2.819 4.734 -0.17 0.24 0.41
N 1.765 0.952 1.101 -0.36 0.30 0.52
C 0.124 -3.939 2.105 0.02 -0.11 -0.06
C 4.642 -2.174 -4.783 0.04 0.03 -0.01
H 3.780 -5.524 1.432 -0.01 0.02 0.02
C -0.493 1.056 2.090 0.11 0.76 0.58
H 6.941 0.401 -2.018 -0.03 -0.02 -0.03
C 6.126 0.576 -1.329 0.05 -0.05 0.04
H -3.179 -3.413 -4.339 0.00 0.01 -0.01
Cl 4.340 3.015 3.018 0.05 -0.13 -0.13
C -2.250 -3.062 -3.913 0.05 -0.01 0.05
H 2.846 1.402 -1.292 0.01 0.08 0.00
H -0.698 -4.909 0.363 0.03 -0.05 -0.04
H 5.522 0.709 1.995 -0.02 0.05 0.08
O 0.941 -1.690 1.896 0.02 -0.48 1.05
C 3.807 -2.331 -3.687 -0.06 -0.01 0.08
H 0.138 -7.324 3.815 0.00 -0.02 -0.05
C 5.333 0.776 0.935 -0.18 -0.06 0.11
C -1.083 -1.608 -2.399 0.08 -0.15 -0.37
C 2.089 -4.254 -1.214 -0.11 -0.06 0.01
H 2.446 -6.243 -0.512 -0.01 0.02 -0.02
```
Positions in Å, forces in eV/Å.

Computed properties:
Total energy   -148097.3019 eV
Energy above the lowest of the compared OMol25 structures with the same formula, charge and spin   10.10 kcal/mol
Molecular weight   922.43 Da
Net charge   +2

Results of the Löwdin charge analysis, in e, for atoms 1 through 4: -0.04 0.00 0.13 -0.14



Record 2
A cluster of 2 separate species, C3H10OS2 in total. Source: OMol25; level of theory: ωB97M-V/def2-TZVPD.

Structure (XYZ):
```
16
Properties=species:S:1:pos:R:3:forces:R:3
H -1.533 -3.732 -1.078 0.99 -0.85 -0.11
C 2.044 1.247 1.326 1.46 -1.13 0.19
H 1.916 0.251 -0.752 0.20 0.52 1.36
H 1.958 2.271 1.616 -0.08 0.70 0.02
H 3.092 0.918 1.456 -0.33 0.40 -0.48
H -1.759 -2.229 -1.070 0.40 0.16 -0.22
H -0.322 -0.464 0.800 0.99 1.46 -0.80
H 1.545 0.659 2.040 -0.77 -0.64 1.36
H 1.293 1.891 -0.572 0.33 -1.07 0.45
C 1.423 0.924 0.011 -1.71 0.47 -3.39
S -2.879 0.318 -1.344 1.67 0.42 -0.43
S -0.789 -0.122 -1.542 -0.32 0.69 0.39
H -2.999 -0.593 -0.413 -0.55 -0.67 0.65
C -0.057 0.417 0.101 -2.11 0.74 1.13
H -0.731 1.320 0.423 1.15 -1.74 -0.41
O -2.200 -3.078 -1.003 -1.33 0.52 0.30
```
Positions in Å, forces in eV/Å.

Computed properties:
Total energy   -26990.4765 eV
SMILES   CCCSS.O
Energy above the lowest of the compared OMol25 structures with the same formula, charge and spin   18.76 kcal/mol
Molecular weight   126.25 Da

Results of the Löwdin charge analysis, in e, for atoms 1 through 4: 0.01 -0.12 0.11 0.07